5 unconnected molecules or ions with the total composition C6H27B2O3, computed with ωB97M-V/def2-TZVPD.

Last columns: bonded neighbours and bond lengths (Å).
Atoms and positions in Å:
1 O 0.4809 0.3052 0.2691  H2 1.017, H3 0.994, H4 1.039
2 H 0.1011 -0.0996 -0.5825  O1 1.017
3 H 1.3268 0.7449 -0.0128  O1 0.994
4 H 0.6877 -0.4025 1.0016  O1 1.039
5 B -0.5840 -0.9142 -2.1440  H6 1.216, H7 1.203, H8 1.213, H9 1.202
6 H -1.3732 -0.0276 -2.4077  B5 1.216
7 H -0.8102 -1.7693 -2.9600  B5 1.203
8 H 0.5564 -0.5332 -2.3002  B5 1.213
9 H -0.8243 -1.3412 -1.0470  B5 1.202
10 B 1.5630 -1.5575 2.0845  H11 1.214, H12 1.202, H13 1.220, H14 1.209
11 H 2.5990 -1.0070 1.7742  B10 1.214
12 H 1.7794 -2.2886 3.0143  B10 1.202
13 H 0.7595 -0.6977 2.4057  B10 1.220
14 H 1.1135 -2.1755 1.1478  B10 1.209
15 C 1.9669 3.7548 0.1215  C16 1.520, H19 1.089, H20 1.090, H21 1.092
16 C 2.6151 2.8845 -0.9427  C15 1.520, C17 1.509, O18 1.429, H22 1.097
17 C 4.0054 3.3308 -1.3237  C16 1.509, H23 1.094, H24 1.094, H25 1.089
18 O 2.6742 1.5503 -0.4331  C16 1.429, H26 0.964
19 H 1.1142 3.2365 0.5570  C15 1.089
20 H 1.6431 4.6879 -0.3399  C15 1.090
21 H 2.6711 3.9949 0.9207  C15 1.092
22 H 1.9431 2.9218 -1.8091  C16 1.097
23 H 4.4889 2.5625 -1.9339  C17 1.094
24 H 4.6133 3.4026 -0.4167  C17 1.094
25 H 4.0662 4.2856 -1.8430  C17 1.089
26 H 3.1310 0.9831 -1.0644  O18 0.964
27 C -4.3918 -3.2168 0.9320  C28 1.512, H31 1.089, H32 1.096, H33 1.090
28 C -3.8139 -1.9581 0.3267  C27 1.512, C29 1.531, O30 1.430, H34 1.098
29 C -2.7449 -1.3337 1.2268  C28 1.531, H35 1.090, H36 1.098, H37 1.090
30 O -3.1936 -2.3411 -0.9031  C28 1.430, H38 0.971
31 H -4.9622 -3.8204 0.2277  C27 1.089
32 H -5.0473 -2.8933 1.7488  C27 1.096
33 H -3.6016 -3.8491 1.3381  C27 1.090
34 H -4.5722 -1.1935 0.1137  C28 1.098
35 H -1.8294 -1.9253 1.2147  C29 1.090
36 H -3.0717 -1.3122 2.2742  C29 1.098
37 H -2.5524 -0.3031 0.9283  C29 1.090
38 H -2.5271 -1.6851 -1.1637  O30 0.971

E: -14153.539 eV
net charge: -1
largest force on an atom: 1.5 eV/A
relative energy (zero: lowest compared OMol25 entry of this formula, charge and spin): 0.000 eV
E_HOMO: -6.072 eV
HOMO-LUMO gap: 8.766 eV

Atomic partial charges in e from the Mulliken method, atoms 1 to 6: -0.15 0.37 0.62 0.07 0.04 -0.23